ORCA calculation (ωB97M-V/def2-TZVPD) on C4H11P3 as an isolated structure.

Geometry (Å):
1 P 2.520 -0.247 0.363
2 P 0.667 0.758 -0.261
3 P -1.456 -1.074 -0.104
4 C -1.419 1.242 1.589
5 C 2.115 -1.878 0.367
6 C -1.073 0.758 0.201
7 C 0.618 0.402 -2.074
8 H 1.114 2.180 -0.162
9 H 2.756 -2.611 0.868
10 H -1.754 -1.758 1.081
11 H -1.628 0.413 2.165
12 H -2.170 2.031 1.707
13 H -2.785 -0.692 -0.145
14 H 1.323 -2.445 -0.245
15 H 1.447 -0.265 -2.453
16 H -0.573 1.809 1.990
17 H -0.395 -0.014 -2.235
18 H 0.692 1.390 -2.654

ΔE to the lowest compared entry with this formula, charge and spin (kcal/mol): 28.4
Frontier orbital gap (spin up / spin down) (Eh): 0.23163 / 0.21936
Multiplicity: 3
E_tot (eV): -32186.4795

natural (NBO) population analysis, charges in e, atoms 1 to 6: 0.241, 0.725, 0.235, -0.698, -1.004, -0.433